(1)
Below is 13 unconnected molecules or ions with the total composition C54H136N17O15P5S6 in a non-equilibrium geometry, with properties calculated with wB97M-V/def2-TZVPD.

Results
- LUMO energy: -0.58 eV
- Largest force on an atom: 3.22 eV Å⁻¹
- Electronic energy: -225699.2848 eV

The geometry in ORCA input format:
```
! wB97M-V def2-TZVPD RIJCOSX def2/J DEFGRID3
* xyz 0 1
S 12.565 -20.929 15.420
S 11.963 -21.712 4.841
S 15.081 -28.915 12.020
S 15.864 -26.016 6.235
S 16.054 -17.304 6.159
S 10.189 -17.656 13.086
P 14.784 -22.120 10.394
P 8.724 -24.065 12.179
P 22.319 -25.930 8.657
P 20.265 -23.614 14.300
P 16.283 -17.136 13.133
O 14.746 -25.017 6.534
O 8.330 -16.021 9.645
O 11.539 -20.574 14.427
O 15.041 -17.008 7.225
O 7.727 -18.083 9.902
O 21.596 -26.888 7.786
O 11.759 -27.068 10.488
O 8.778 -25.138 11.172
O 13.114 -27.628 8.900
O 15.935 -29.895 12.695
O 9.243 -18.253 12.090
O 21.155 -24.369 13.363
O 15.222 -18.054 13.522
O 15.594 -21.977 11.652
O 12.812 -20.706 5.653
N 21.238 -24.955 9.466
N 8.548 -17.221 9.583
N 13.511 -21.163 10.296
N 15.950 -15.954 11.954
N 21.006 -22.246 14.931
N 7.405 -24.065 13.170
N 23.494 -25.115 7.693
N 19.749 -24.374 15.730
N 23.380 -26.394 9.897
N 16.755 -16.181 14.378
N 8.572 -22.542 11.516
N 12.068 -27.146 9.309
N 17.566 -18.000 12.438
N 15.727 -21.559 9.089
N 18.755 -23.285 13.661
N 14.042 -23.586 10.227
N 9.982 -24.136 13.287
C 20.402 -21.583 16.114
C 11.287 -24.651 12.837
C 15.151 -21.661 7.756
C 17.611 -14.990 14.325
C 15.695 -16.519 10.648
C 19.839 -24.902 9.071
C 12.289 -21.534 10.974
C 11.112 -19.307 7.963
C 16.685 -16.703 15.752
C 22.022 -21.512 14.199
C 18.833 -17.377 12.123
C 15.414 -18.430 4.952
C 17.104 -22.114 9.093
C 13.158 -22.838 3.978
C 9.992 -23.307 14.487
C 13.989 -19.752 10.467
C 7.375 -25.248 14.062
C 16.508 -26.410 7.846
C 22.763 -26.656 11.218
C 12.098 -17.168 8.361
C 9.210 -25.931 6.431
C 17.298 -18.376 6.930
C 6.157 -23.359 12.903
C 23.128 -25.148 6.301
C 10.483 -26.117 6.023
C 18.011 -22.192 14.259
C 17.403 -19.334 11.825
C 8.854 -26.124 7.762
C 11.409 -26.543 6.957
C 9.909 -18.889 8.462
C 17.216 -24.942 5.686
C 24.664 -26.935 9.636
C 14.088 -21.190 14.453
C 13.042 -23.907 9.169
C 8.149 -22.366 10.124
C 8.612 -21.275 12.312
C 15.143 -14.821 12.393
C 21.672 -23.753 10.219
C 11.481 -22.913 6.122
C 18.460 -23.636 12.286
C 14.164 -28.045 13.276
C 9.836 -17.611 8.918
C 12.195 -18.469 7.827
C 10.913 -16.715 8.942
C 24.268 -23.980 8.173
C 9.781 -26.513 8.723
C 20.843 -24.996 16.505
C 13.686 -29.749 11.203
C 11.075 -26.694 8.309
C 13.063 -19.339 16.232
C 10.202 -15.877 12.904
C 11.944 -17.902 12.568
C 14.615 -24.725 10.954
C 18.533 -25.196 15.699
H 17.085 -14.185 14.872
H 25.345 -26.759 10.496
H 13.737 -19.553 11.469
H 22.044 -25.939 11.581
H 18.141 -25.497 5.781
H 17.403 -23.889 12.126
H 14.108 -21.252 7.822
H 19.730 -20.788 15.838
H 15.866 -17.417 15.728
H 17.077 -19.328 10.780
H 8.380 -25.690 14.121
H 12.448 -21.506 12.088
H 10.748 -25.940 5.008
H 17.427 -27.030 7.740
H 6.730 -26.054 13.708
H 11.415 -25.672 13.232
H 14.830 -27.476 13.957
H 17.807 -17.775 7.659
H 10.845 -22.396 6.861
H 20.713 -24.831 17.593
H 6.436 -22.553 12.244
H 15.684 -26.911 8.324
H 7.115 -24.912 15.086
H 23.522 -26.719 11.987
H 10.641 -15.361 13.772
H 21.589 -20.642 13.734
H 7.840 -26.021 8.142
H 18.814 -16.292 12.192
H 13.983 -30.088 10.232
H 8.470 -25.726 5.679
H 13.649 -28.828 13.832
H 12.945 -28.987 11.225
H 13.746 -19.556 17.042
H 16.817 -25.536 8.378
H 21.154 -22.931 9.704
H 18.365 -21.188 14.083
H 17.059 -23.195 8.946
H 15.055 -19.328 5.419
H 17.770 -14.655 13.326
H 15.087 -22.726 7.353
H 5.367 -23.986 12.441
H 17.745 -24.733 15.094
H 14.016 -22.125 13.879
H 9.023 -21.970 9.585
H 18.778 -26.224 15.297
H 16.150 -18.574 4.149
H 13.452 -27.444 12.701
H 10.744 -15.503 12.046
H 9.429 -20.624 11.970
H 21.797 -24.497 16.241
H 12.630 -23.266 3.103
H 12.444 -26.937 6.800
H 20.105 -22.339 16.821
H 22.744 -23.635 10.080
H 12.127 -24.262 9.570
H 13.540 -23.684 4.588
H 11.959 -22.554 10.723
H 12.785 -23.021 8.605
H 19.075 -17.603 11.004
H 22.538 -26.028 6.024
H 10.334 -23.914 15.360
H 8.885 -21.474 13.364
H 22.420 -24.284 6.048
H 7.265 -21.736 10.092
H 15.018 -21.224 15.096
H 16.711 -19.131 7.506
H 11.471 -20.884 10.634
H 18.630 -22.860 11.459
H 15.386 -25.256 10.342
H 15.976 -17.585 10.611
H 8.939 -23.036 14.727
H 24.630 -28.028 9.515
H 16.276 -16.001 9.871
H 19.236 -25.481 9.798
H 13.374 -30.594 11.871
H 10.872 -15.759 9.429
H 14.214 -20.369 13.758
H 14.626 -16.596 10.363
H 9.001 -19.502 8.545
H 23.627 -23.068 8.061
H 24.583 -24.069 9.217
H 24.059 -25.103 5.697
H 19.671 -25.457 8.096
H 16.989 -22.237 13.826
H 17.520 -22.073 10.128
H 15.162 -24.328 11.822
H 5.787 -22.972 13.857
H 11.301 -24.520 11.761
H 12.081 -17.361 11.630
H 19.504 -23.867 8.969
H 16.464 -15.916 16.475
H 22.488 -22.242 13.530
H 17.735 -21.519 8.424
H 15.079 -19.760 10.330
H 13.813 -25.426 11.174
H 13.532 -19.092 9.735
H 12.937 -18.896 7.159
H 11.162 -20.271 7.547
H 15.346 -13.901 11.863
H 12.161 -18.907 16.592
H 10.828 -23.658 5.641
H 25.146 -23.800 7.501
H 22.794 -21.224 14.903
H 9.130 -15.578 12.800
H 15.318 -14.641 13.465
H 7.782 -23.347 9.826
H 19.040 -24.533 12.100
H 16.677 -19.894 12.420
H 13.351 -24.610 8.408
H 21.600 -23.739 11.312
H 12.338 -23.342 6.661
H 18.610 -15.089 14.828
H 14.043 -14.922 12.172
H 18.195 -25.393 16.701
H 25.100 -26.413 8.754
H 13.604 -18.729 15.531
H 16.993 -24.602 4.685
H 22.177 -27.538 11.085
H 10.495 -22.364 14.433
H 14.613 -17.902 4.480
H 12.009 -18.986 12.383
H 7.717 -20.703 12.298
H 17.576 -17.224 16.048
H 12.687 -17.704 13.369
H 17.910 -22.333 15.350
H 12.971 -16.543 8.334
H 17.991 -18.871 6.245
H 13.943 -22.134 3.664
H 21.064 -26.018 16.228
H 17.170 -24.120 6.451
H 11.995 -23.961 13.259
H 21.238 -21.031 16.661
H 9.469 -26.581 9.780
H 15.638 -21.108 6.951
H 19.631 -17.776 12.710
H 18.342 -19.883 11.848
*
```

***

(2)
Below is 12 unconnected molecules or ions with the total composition C54H138N10O12 in a non-equilibrium geometry, with properties calculated with wB97M-V/def2-TZVPD.

Results
- LUMO energy: 0.34 eV
- Largest force on an atom: 3.16 eV Å⁻¹
- Electronic energy: -97696.8276 eV
- SMILES string: CC1(C)CCCC(C)(C)N1O.CC1(C)CCCC(C)(C)N1O.COC[C@H](C)N.COC[C@H](C)N.COC[C@H](C)N.COC[C@H](C)N.COC[C@H](C)N.COC[C@H](C)N.COC[C@H](C)N.COC[C@H](C)N.CCO.CCO

The geometry in ORCA input format:
```
! wB97M-V def2-TZVPD RIJCOSX def2/J DEFGRID3
* xyz 0 1
O 7.119 21.116 10.742
O 2.246 21.743 11.958
O -1.440 14.178 6.766
O 9.285 22.819 7.318
O 8.101 18.964 13.047
O 5.276 17.173 8.405
O 1.601 14.175 13.347
O -2.688 17.267 6.701
O 9.418 17.246 5.519
O -1.411 21.887 8.346
O -1.902 18.484 10.849
O 7.164 12.156 4.000
N 11.488 25.558 5.756
N 0.925 23.634 9.028
N 4.331 18.187 8.392
N -0.290 16.381 13.319
N 7.295 18.098 10.306
N 9.503 20.564 9.149
N 9.868 17.605 9.053
N 6.188 12.234 4.976
N 0.097 16.517 5.765
N -3.780 16.472 4.153
C 6.251 9.762 5.434
C 1.281 22.250 11.069
C -4.603 16.747 5.314
C 7.198 17.263 11.454
C 12.381 23.471 6.538
C -2.377 20.675 6.566
C -1.680 17.992 12.146
C 10.046 15.442 7.902
C 5.257 14.418 4.006
C 3.916 14.253 12.872
C 5.716 19.387 6.714
C 1.652 21.213 13.089
C -0.146 14.192 6.151
C 2.252 16.661 8.675
C -1.526 13.511 7.975
C 9.462 21.249 10.430
C 1.874 23.082 9.944
C -0.880 15.736 11.141
C 6.808 14.471 5.916
C 5.127 11.237 7.069
C 6.905 19.290 13.769
C 2.720 24.215 10.447
C -2.882 19.477 10.792
C 8.984 17.555 6.792
C 1.297 15.239 4.290
C -5.886 15.986 5.236
C -2.083 17.260 8.053
C 8.156 22.057 10.659
C 10.670 22.096 10.609
C 4.646 12.692 7.429
C -1.099 20.886 7.418
C 3.081 17.917 9.141
C 5.824 21.691 10.653
C 6.297 11.162 6.059
C 3.416 17.688 10.603
C 4.304 18.928 7.109
C -3.899 16.575 6.630
C 3.424 20.194 7.169
C 5.722 13.659 5.246
C 2.579 14.824 12.547
C -0.046 15.286 5.030
C 3.792 17.991 5.902
C 2.057 19.931 7.809
C 11.068 24.198 6.162
C 8.131 17.599 12.591
C 7.676 11.260 6.882
C -0.520 16.925 12.021
C 8.501 17.601 4.499
C 10.038 16.988 7.760
C 9.941 24.109 7.223
C 7.424 15.790 10.967
C 4.444 13.554 6.131
C 2.171 19.213 9.191
C 8.331 22.493 6.362
H 5.196 20.840 10.916
H 7.978 18.555 4.560
H 12.852 24.054 7.330
H 1.485 16.096 3.644
H 5.469 22.112 9.712
H 4.002 18.519 10.996
H 4.273 10.651 6.730
H 10.643 17.365 9.655
H 7.313 15.148 11.841
H 7.108 14.118 6.902
H -1.231 16.131 13.587
H 1.426 24.131 8.305
H 8.388 15.556 10.516
H 6.302 18.637 6.184
H 3.512 13.299 5.627
H 6.141 17.248 11.718
H 2.627 17.467 11.323
H 1.588 20.901 7.977
H 7.913 21.508 6.566
H 9.125 24.802 7.018
H -5.919 14.979 5.651
H 6.034 14.551 3.253
H 9.069 15.200 8.321
H 12.129 22.522 7.011
H 8.288 22.651 11.563
H 0.795 20.609 12.791
H -0.645 16.600 6.445
H 0.917 16.441 6.349
H 4.374 13.964 3.556
H 2.409 19.929 9.977
H -3.752 19.083 11.316
H -1.146 14.218 8.713
H -1.103 17.731 7.981
H -0.703 20.014 7.938
H 5.974 17.535 8.955
H 1.506 16.584 9.467
H 13.109 23.296 5.746
H 1.432 21.950 13.861
H 5.071 15.474 4.203
H 10.789 26.137 5.313
H 6.631 11.833 3.269
H 1.461 19.396 7.069
H -0.860 12.651 7.907
H 7.135 19.049 10.606
H -0.599 22.277 8.678
H 8.547 11.508 6.276
H -3.098 19.706 9.748
H -0.028 17.055 14.024
H 10.738 15.097 8.671
H 6.266 19.574 7.636
H 0.863 14.768 13.501
H 10.691 23.694 5.273
H 1.881 16.778 7.657
H 5.479 13.088 8.010
H -4.567 17.074 7.332
H -2.898 16.894 4.405
H 0.733 21.486 10.519
H 11.020 17.290 7.397
H 7.669 16.898 4.532
H 5.656 20.252 6.053
H 10.462 24.348 8.150
H -3.864 15.591 7.098
H 5.670 22.328 11.524
H 3.930 13.369 12.234
H 8.928 18.643 6.768
H 7.911 22.646 9.774
H 2.706 17.900 5.921
H 11.772 26.072 6.578
H 3.189 24.651 9.565
H 10.776 22.466 11.629
H -2.079 16.281 8.532
H -1.651 15.102 11.579
H 3.221 20.414 6.121
H 7.893 10.388 7.499
H 1.182 18.834 9.451
H 6.167 8.895 6.089
H -3.189 20.337 7.210
H 2.543 22.341 9.506
H -2.285 19.903 5.802
H 7.482 23.159 6.516
H 2.179 24.984 10.998
H 11.627 21.576 10.560
H 8.611 22.698 5.328
H 9.490 20.575 11.287
H -0.840 15.317 4.284
H 8.277 16.874 13.392
H 3.968 18.437 4.923
H 9.993 18.607 9.016
H 6.892 20.368 13.927
H -0.311 21.120 6.702
H 7.083 18.789 14.720
H 9.132 17.546 12.163
H 2.418 14.835 11.469
H 0.528 22.745 11.682
H -4.922 17.785 5.210
H 2.834 15.741 8.644
H -2.835 17.821 8.607
H 3.480 23.739 11.066
H 2.156 15.221 4.962
H -2.530 21.668 6.143
H 10.747 22.930 9.911
H 8.217 17.965 9.916
H 4.215 16.988 5.960
H 7.612 12.081 7.596
H 4.700 14.951 12.578
H -0.016 13.261 5.598
H 6.666 15.652 10.196
H 1.289 14.365 3.639
H -6.256 16.004 4.211
H 5.409 10.860 8.052
H 0.384 17.345 11.581
H 8.941 17.471 3.511
H 9.986 14.930 6.942
H 6.535 15.520 6.029
H 8.562 20.244 8.970
H 7.166 9.559 4.877
H 7.984 17.173 7.001
H -1.236 18.783 12.749
H -0.082 15.006 11.005
H 0.657 14.275 6.883
H 0.363 24.306 9.531
H 7.711 14.341 5.319
H -3.521 15.498 4.212
H 3.987 16.762 10.674
H 3.754 12.745 8.053
H -1.215 16.155 10.192
H -2.571 20.414 11.253
H -2.524 13.134 8.200
H 9.573 21.346 8.513
H 2.241 20.451 13.598
H 3.954 21.069 7.545
H 5.997 18.900 13.307
H -2.584 17.641 12.645
H 5.311 9.712 4.885
H -6.760 16.419 5.724
H 2.568 15.801 13.029
H 4.132 14.034 13.918
H 4.195 14.503 6.607
*
```